Below is a structure of composition C39H41NO3PRu, with properties calculated with ωB97M-V/def2-TZVPD.

Cartesian coordinates (Å):
Ru1 -0.167 0.058 -0.201
P1 0.186 2.328 -0.664
O1 -0.484 -1.610 -1.752
O2 -2.013 -0.059 -1.512
O3 2.008 -1.580 -0.228
N1 1.785 -0.268 -0.624
C1 0.333 -1.297 2.076
C2 -1.250 -1.072 -4.701
C3 -3.546 3.179 -1.958
C4 -2.463 2.813 -1.179
C5 0.187 -0.002 2.568
C6 -3.722 -2.124 -7.359
C7 -1.036 0.691 2.466
C8 0.991 5.311 2.685
C9 -1.165 1.504 4.794
C10 1.710 2.603 -1.605
C11 -2.084 3.480 -3.851
C12 1.568 3.339 1.446
C13 2.656 1.615 -1.918
C14 -4.191 -2.154 -2.385
C15 -1.178 2.808 -1.727
C16 -3.407 -1.840 -3.625
C17 -0.990 3.125 -3.071
C18 -0.617 -3.390 0.996
C19 2.633 0.253 -1.431
C20 0.149 -0.530 -4.605
C21 -1.301 1.910 3.313
C22 -2.661 2.555 3.068
C23 3.088 4.240 -2.729
C24 -3.150 -1.847 -6.033
C25 -3.912 -2.096 -4.857
C26 0.386 3.470 0.706
C27 1.869 4.260 2.431
C28 -3.354 3.517 -3.294
C29 1.952 3.912 -1.994
C30 -2.034 0.090 1.691
C31 -2.059 -1.311 -3.541
C32 3.793 1.955 -2.652
C33 -0.715 -1.951 1.407
C34 -0.481 4.532 0.942
C35 4.006 3.259 -3.066
C36 -1.885 -1.209 1.192
C37 -0.174 5.446 1.943
C38 -1.807 -1.339 -5.911
C39 -1.494 -0.993 -2.180
H1 0.001 3.121 -3.510
H2 -3.727 -3.214 -7.520
H3 1.251 -1.837 2.262
H4 -2.615 2.528 -0.146
H5 -3.807 -3.078 -1.939
H6 1.248 4.692 -1.728
H7 0.800 -1.250 -4.109
H8 2.567 -2.051 -0.868
H9 2.261 2.529 1.236
H10 2.786 4.168 3.000
H11 0.169 0.398 -4.029
H12 -3.157 -1.670 -8.169
H13 -0.156 1.171 5.043
H14 3.251 5.266 -3.033
H15 -4.106 -1.362 -1.644
H16 4.894 3.511 -3.632
H17 -4.916 -2.495 -4.953
H18 -5.241 -2.313 -2.615
H19 -4.773 -1.826 -7.403
H20 -0.520 2.635 3.102
H21 1.227 6.036 3.454
H22 -3.481 1.884 3.338
H23 -0.705 -3.497 -0.086
H24 1.002 0.444 3.126
H25 -2.756 3.443 3.693
H26 -0.844 6.276 2.131
H27 -4.539 3.207 -1.526
H28 -1.375 4.667 0.348
H29 -1.428 -3.960 1.450
H30 -4.201 3.816 -3.901
H31 -2.793 2.871 2.032
H32 0.546 -0.325 -5.597
H33 4.531 1.192 -2.880
H34 -1.232 -1.170 -6.815
H35 -2.989 0.584 1.571
H36 3.466 -0.378 -1.738
H37 -1.937 3.754 -4.889
H38 0.327 -3.830 1.311
H39 -1.863 0.702 5.048
H40 -2.724 -1.676 0.694
H41 -1.397 2.363 5.424

Forces on atoms 1 to 2 (eV/Å):
-0.48 -0.06 0.35
0.05 0.31 -0.16

Calculated values
- calculated total energy (eV) = -60584.651
- total charge = +3
- spin multiplicity = 5
- LUMO (spin up / spin down) (hartree) = -0.3453 / -0.4210
- expectation value of S² = 6.05


Below is the molecule C5H13N3O in a non-equilibrium geometry, with properties calculated with ωB97M-V/def2-TZVPD.

Cartesian coordinates (Å):
O1 -0.916 0.793 -0.933
N1 -0.922 2.262 1.832
N2 0.326 0.337 0.994
N3 1.228 2.528 0.783
C1 -1.211 -2.195 -0.737
C2 0.386 1.681 1.600
C3 0.933 -1.438 -1.858
C4 0.143 -1.511 -0.553
C5 -0.249 0.137 -0.181
H1 1.105 -2.437 -2.262
H2 1.273 3.453 1.196
H3 -1.750 -2.261 0.208
H4 -1.471 1.682 2.457
H5 1.900 -0.958 -1.704
H6 0.816 2.628 -0.141
H7 0.374 -0.865 -2.598
H8 -1.086 -3.203 -1.135
H9 0.723 -2.142 0.146
H10 -1.821 -1.628 -1.440
H11 0.775 -0.744 0.804
H12 -1.425 2.333 0.951
H13 0.871 1.550 2.572

Forces on atoms 1 to 2 (eV/Å):
-0.13 0.57 -0.15
0.03 -0.21 -0.10

Calculated values
- calculated total energy (eV) = -11912.263
- ΔE to the lowest compared entry with this formula, charge and spin (kcal/mol) = 54.27
- LUMO (hartree) = 0.0324